Formula: C6H12N
Source: the OMol25 dataset
Level of theory: wB97M-V/def2-TZVPD

XYZ file:
```
19
C6H12N wB97M-V/def2-TZVPD
C -2.2778 0.2548 0.5622
C -2.9489 0.6626 -0.4934
C -0.3003 -0.2634 0.2092
C -0.3250 -1.7312 0.0868
C 0.9881 1.7316 0.1594
C 2.0794 -0.4214 -0.0384
N 0.9225 0.3095 0.0098
H -2.4790 1.0460 -1.4263
H -4.0384 0.9102 -0.3365
H -2.3228 -0.1706 1.5433
H -1.4220 -2.0958 -0.2879
H -0.2743 -2.1039 1.1177
H 0.4953 -2.2072 -0.4196
H 0.1162 2.0766 -0.1843
H 1.7893 2.1476 -0.4790
H 1.2389 1.9527 1.1523
H 2.3133 -0.7129 0.9101
H 2.8883 0.2101 -0.3516
H 2.0493 -1.2613 -0.6194
```

Values from the calculation:
multiplicity: 1
charge: +1
HOMO level: -15.00 eV
DFT total energy: -290.1584 Ha
lowest unoccupied orbital energy: -3.976 eV
energy relative to the best compared isomer or geometry (same formula, charge and spin): 4.451 eV

Formula: C6H12N
Source: the OMol25 dataset
Level of theory: wB97M-V/def2-TZVPD

XYZ file:
```
19
C6H12N wB97M-V/def2-TZVPD
C 0.2792 -0.2721 1.4081
C -0.3908 -0.3947 0.2665
C 1.1311 -0.0633 0.2789
C 2.1388 -1.1419 -0.0922
C -2.6768 0.4674 0.0305
C -1.5992 -0.4247 -0.5301
N 1.4713 1.3993 -0.1002
H 0.3161 -0.2426 2.5296
H 1.8154 -1.4607 -1.0483
H 2.1296 -1.9683 0.5328
H 3.0785 -0.7652 -0.3618
H -3.5349 0.6221 -0.5207
H -2.4866 1.5641 0.0442
H -2.8678 0.1275 1.0276
H -1.4698 0.1065 -1.5323
H -2.1005 -1.4298 -0.5807
H 1.6591 1.1899 -1.0713
H 2.2371 2.0143 0.3973
H 0.5082 1.9465 -0.1138
```

Values from the calculation:
SMILES string: CCC1=C[C@]1(C)[NH3+]
multiplicity: 1
charge: +1
HOMO level: -14.21 eV
DFT total energy: -290.1905 Ha
lowest unoccupied orbital energy: -3.652 eV
energy relative to the best compared isomer or geometry (same formula, charge and spin): 3.577 eV

Formula: C6H12N
Source: the OMol25 dataset
Level of theory: wB97M-V/def2-TZVPD

XYZ file:
```
19
C6H12N wB97M-V/def2-TZVPD
C -0.3969 -0.0355 -0.3250
C -0.1598 0.9371 2.1024
C -0.9836 1.8042 1.2737
C -1.1813 0.2595 -1.5728
C 1.8504 -1.3482 -0.7276
C 0.3958 -1.4747 -0.3646
N -0.4446 0.6069 0.7406
H 0.9173 1.2586 2.2069
H -0.4284 0.1973 2.8494
H -2.1289 1.7806 1.4519
H -0.6287 2.8497 1.1703
H -0.4281 0.7478 -2.2238
H -1.8574 1.0572 -1.3368
H -1.6127 -0.6434 -1.9669
H 2.0386 -1.4449 -1.8633
H 2.3730 -2.1501 -0.4484
H 2.4686 -0.4237 -0.4649
H -0.0145 -2.0527 -1.1603
H 0.2213 -1.9256 0.6593
```

Values from the calculation:
SMILES string: CCC(C)=[N+]1CC1
multiplicity: 1
charge: +1
HOMO level: -15.64 eV
DFT total energy: -290.2277 Ha
lowest unoccupied orbital energy: -3.861 eV
energy relative to the best compared isomer or geometry (same formula, charge and spin): 2.564 eV

Formula: C6H12N
Source: the OMol25 dataset
Level of theory: wB97M-V/def2-TZVPD

XYZ file:
```
19
C6H12N wB97M-V/def2-TZVPD
C 0.7842 1.4728 -1.3322
C 1.1542 -0.6670 -0.1089
C -0.2098 -0.0935 -0.0015
C 1.5749 -2.0276 -0.5099
C -0.4802 -0.2919 1.4978
C -1.3092 2.1034 -0.3018
N -0.1930 1.2059 -0.5805
H 1.0891 2.4193 -1.7318
H 1.9011 -0.1088 0.3230
H -1.0097 -0.7931 -0.4097
H 1.6994 -2.5702 0.3806
H 2.5775 -1.9958 -0.8447
H 0.7807 -2.4506 -1.1430
H 0.3754 -0.9253 1.7824
H -1.3317 -0.9257 1.7067
H -0.5303 0.4408 2.2972
H -1.2403 2.3867 0.8293
H -2.2793 1.6383 -0.4538
H -1.2433 3.0190 -0.9907
```

Values from the calculation:
multiplicity: 1
charge: +1
HOMO level (spin up / spin down): -13.13 / -13.07 eV
DFT total energy: -290.1374 Ha
lowest unoccupied orbital energy (spin up / spin down): -5.319 / -5.365 eV
energy relative to the best compared isomer or geometry (same formula, charge and spin): 5.020 eV

Formula: C6H12N
Source: the OMol25 dataset
Level of theory: wB97M-V/def2-TZVPD

XYZ file:
```
19
C6H12N wB97M-V/def2-TZVPD
C 2.2437 -0.7160 0.2459
C 0.8612 -1.2766 -0.2274
C -0.2357 -0.7020 0.6674
C -0.4990 0.7237 0.3292
C -0.4043 1.7391 1.2189
C -2.0137 0.2392 -1.5188
N -1.3937 1.0496 -0.7576
H 2.3957 0.2696 -0.1817
H 3.0719 -1.3227 -0.0978
H 2.2761 -0.6371 1.3298
H 1.0182 -2.3331 -0.4693
H 0.7165 -0.9567 -1.2651
H -0.0272 -0.7847 1.7350
H -1.1309 -1.3218 0.4875
H -0.9498 2.6582 0.9764
H 0.0927 1.6034 2.1650
H -2.6368 0.5420 -2.3569
H -2.0879 -0.8014 -1.2480
H -1.2969 2.0273 -1.0324
```

Values from the calculation:
SMILES string: C=[NH+]C(=C)CCC
multiplicity: 1
charge: +1
HOMO level: -14.53 eV
DFT total energy: -290.2548 Ha
lowest unoccupied orbital energy: -5.393 eV
energy relative to the best compared isomer or geometry (same formula, charge and spin): 1.825 eV

Formula: C6H12N
Source: the OMol25 dataset
Level of theory: wB97M-V/def2-TZVPD

XYZ file:
```
19
C6H12N wB97M-V/def2-TZVPD
C 2.3986 -1.2630 0.6450
C 1.0702 -0.9116 0.5436
C -0.0558 -0.1714 -0.1671
C -2.4587 0.1915 -0.3131
C 1.4572 1.5682 -0.6854
C -1.3319 -0.8352 -0.1791
N 0.1396 1.0071 -0.6200
H 2.6712 -1.7992 1.5351
H 0.5635 -1.2152 1.4632
H -2.1746 1.1149 0.1587
H -3.4117 -0.3165 -0.1118
H -2.6361 0.4487 -1.3847
H 2.1526 0.8291 -0.3482
H 1.6730 1.9126 -1.6881
H 1.5054 2.4480 -0.1506
H -1.6205 -1.5693 -0.8625
H -1.6122 -1.4879 0.7387
H -0.6587 1.7266 -0.9624
H 3.1403 -1.2100 -0.1407
```

Values from the calculation:
SMILES string: C=C/C(CC)=[NH+]\C
multiplicity: 1
charge: +1
HOMO level: -14.69 eV
DFT total energy: -290.2327 Ha
lowest unoccupied orbital energy: -4.636 eV
energy relative to the best compared isomer or geometry (same formula, charge and spin): 2.427 eV

> Which value of multiplicity does entry 5 give?

1